C4H6N2O | ωB97M-V/def2-TZVPD

Each line ends with the natural charge from an NBO analysis.
CARTESIAN COORDINATES (ANGSTROEM)
C: 1.9965 0.5070 0.0963  -0.664
C: 0.5493 0.1083 0.0360  0.221
N: -0.4625 0.8856 0.1589  -0.414
C: -1.6225 -0.0121 0.1739  0.310
O: -2.7599 0.5076 -0.4259  -0.691
N: -1.1936 -1.3438 -0.2638  -0.347
C: 0.0738 -1.2939 -0.1703  0.006
H: 2.3855 0.3490 1.1130  0.238
H: 2.1226 1.5641 -0.1559  0.242
H: 2.6039 -0.1070 -0.5834  0.226
H: -1.8528 -0.2425 1.2201  0.187
H: -2.5268 1.2658 -0.9735  0.487
H: 0.6864 -2.1882 -0.2252  0.199

Its SMILES is CC1=N[C@@H](O)N=C1. As for the spin multiplicity: 1. Its net charge is 0. The calculation puts the HOMO energy at -10.3 eV.

C16H23As2LiNO3 | ωB97M-V/def2-TZVPD

Each line ends with the natural charge from an NBO analysis.
CARTESIAN COORDINATES (ANGSTROEM)
Li: 0.0358 0.1139 0.3777  0.848
O: -1.2837 -0.1069 -2.7881  -0.581
C: -0.7397 -0.3132 -3.8518  0.678
O: 1.2884 1.1450 -2.2624  -0.603
C: 1.2155 1.1679 -3.4530  0.917
O: 2.0616 1.9010 -4.2431  -0.475
N: 0.3411 0.4624 -4.3032  -0.502
C: 1.6252 1.8523 -5.6072  -0.077
C: 0.7584 0.6045 -5.6915  -0.240
H: 2.5005 1.8124 -6.2478  0.216
H: 1.0561 2.7563 -5.8256  0.195
H: 1.3325 -0.2627 -6.0242  0.205
H: -0.0886 0.7447 -6.3565  0.228
C: -1.1538 -1.3996 -4.7768  -0.352
C: -2.2818 -2.0693 -4.5701  -0.244
H: -0.5139 -1.6601 -5.6097  0.218
H: -2.9229 -1.8200 -3.7356  0.216
H: -2.5863 -2.8783 -5.2190  0.215
C: 0.9491 -2.8042 1.5226  -0.715
As: 1.6886 -0.9691 1.6190  0.402
C: 2.3556 0.8860 1.6109  -0.762
C: 0.6305 -0.9681 3.3001  -0.336
C: 1.1870 -1.6547 4.3917  -0.174
C: 0.5342 -1.6931 5.6233  -0.203
C: -0.6853 -1.0411 5.7882  -0.199
C: -1.2569 -0.3459 4.7225  -0.228
C: -0.6192 -0.2917 3.4715  -0.165
As: -1.5384 0.7120 2.0287  0.379
C: -0.9707 2.2553 3.1597  -0.888
C: -2.3639 1.6674 0.5172  -0.763
H: 1.1773 -3.2113 0.5164  0.233
H: -0.1549 -2.8036 1.6471  0.241
H: 1.4221 -3.4622 2.2796  0.239
H: 1.5204 1.5934 1.7793  0.240
H: 3.1089 1.0104 2.4162  0.255
H: 2.8253 1.1076 0.6311  0.258
H: 2.1379 -2.1607 4.2851  0.218
H: 0.9774 -2.2287 6.4528  0.229
H: -1.1898 -1.0738 6.7451  0.234
H: -2.2067 0.1519 4.8692  0.232
H: 0.0241 2.1295 3.6369  0.227
H: -0.9210 3.1656 2.5279  0.218
H: -1.7350 2.4330 3.9456  0.227
H: -1.6249 2.3765 0.0877  0.242
H: -3.2500 2.2317 0.8723  0.247
H: -2.6675 0.9397 -0.2613  0.253

As for the spin multiplicity: 1. Its net charge is +1. The calculation puts the HOMO energy (spin up / spin down) at -10.1 / -10.1 eV.

CH3O4S | ωB97M-V/def2-TZVPD

Each line ends with the natural charge from an NBO analysis.
CARTESIAN COORDINATES (ANGSTROEM)
C: 0.6592 -0.3999 -0.2321  0.198
O: 3.6913 -0.7921 2.1407  -1.016
O: 1.6247 0.4216 2.4798  -1.028
O: 2.9713 0.9807 0.5506  -1.030
O: -0.1881 -1.2514 -0.4856  -0.592
S: 2.6298 -0.0088 1.5681  2.307
H: 1.5658 -0.1458 -0.9007  0.126
H: 1.9978 -1.0178 0.8466  -0.128
H: 0.6252 0.4460 0.5572  0.162

As for the spin multiplicity: 1. Its net charge is -1. The calculation puts the HOMO energy at -5.5 eV.

C41H44N8OPSeSi2TeZr | ωB97M-V/def2-TZVPD

Each line ends with the Löwdin charge.
CARTESIAN COORDINATES (ANGSTROEM)
Zr: -0.9788 0.0123 -0.6040  1.528
Se: -7.1882 3.6641 2.4598  1.276
N: -5.4517 3.9712 2.5280  -0.194
C: -4.8862 3.0052 1.8523  -0.341
C: -3.4436 2.8898 1.6749  -0.056
C: -2.5505 3.8372 2.1826  0.069
C: -1.2015 3.6701 1.9745  0.009
C: -0.7682 2.5481 1.2914  -0.115
N: -1.6020 1.6208 0.8221  -0.051
C: -2.9379 1.8005 0.9773  -0.136
C: -3.8353 0.8360 0.3377  -0.138
N: -3.2730 -0.1324 -0.4234  -0.059
C: -4.0637 -1.0178 -1.0242  -0.102
C: -5.4422 -0.9983 -0.9070  0.014
C: -6.0266 -0.0118 -0.1442  0.066
C: -5.2149 0.9311 0.4894  -0.056
C: -5.7617 2.0283 1.2796  -0.342
N: -7.0414 2.1975 1.4882  -0.194
H: -2.9445 4.6915 2.7222  0.144
H: -0.4824 4.3917 2.3361  0.127
H: 0.2814 2.3813 1.1197  0.090
H: -3.5883 -1.7895 -1.6133  0.115
H: -6.0350 -1.7459 -1.4174  0.135
H: -7.1019 0.0579 -0.0260  0.142
N: -0.8053 -1.9546 -1.8024  -0.018
C: -0.6667 -3.3043 -1.2248  -0.313
C: -0.3532 -4.3629 -2.0576  -0.018
C: -0.2188 -5.6359 -1.5210  -0.017
C: -0.3989 -5.8363 -0.1593  -0.021
C: -0.7234 -4.7696 0.6661  -0.036
C: -0.8460 -3.4842 0.1424  -0.304
P: -1.4167 -2.0863 1.1561  1.101
C: 0.1341 -1.1330 1.4642  -0.487
C: 0.1167 -0.2254 2.5431  -0.120
C: 1.2676 0.4255 2.9308  -0.036
C: 2.4653 0.2056 2.2428  -0.027
C: 2.4902 -0.6446 1.1604  -0.067
C: 1.3253 -1.3021 0.7498  -0.131
C: -1.6978 -2.7632 2.8003  -0.396
C: -3.0146 -3.0251 3.1790  -0.082
C: -3.2699 -3.6340 4.3995  -0.043
C: -2.2149 -3.9666 5.2369  -0.027
C: -0.9017 -3.6911 4.8627  -0.034
C: -0.6348 -3.0900 3.6445  -0.088
H: -0.0311 -1.8281 -2.4607  0.048
H: -1.6214 -1.9483 -2.4123  0.106
H: -0.2212 -4.2014 -3.1232  0.132
H: 0.0194 -6.4694 -2.1702  0.130
H: -0.2974 -6.8287 0.2622  0.129
H: -0.8875 -4.9403 1.7219  0.113
H: -0.7886 -0.1054 3.1257  0.127
H: 1.2487 1.0798 3.7954  0.134
H: 3.3793 0.6806 2.5812  0.131
H: 3.4239 -0.8576 0.6567  0.092
H: 1.4018 -2.0632 -0.0201  0.099
H: -3.8381 -2.7620 2.5238  0.105
H: -4.2891 -3.8484 4.6950  0.122
H: -2.4121 -4.4445 6.1882  0.126
H: -0.0832 -3.9508 5.5219  0.124
H: 0.3902 -2.8921 3.3554  0.119
C: 4.9084 2.9315 -0.6150  -0.173
Si: 3.3067 3.8621 -0.6356  0.425
C: 2.6791 4.0102 1.1085  -0.167
C: 3.5310 5.5198 -1.4138  -0.164
C: 1.9036 3.1224 -1.7191  -0.515
Te: 1.4610 1.0446 -2.0536  1.368
C: 3.4523 0.3406 -1.9470  -0.538
Si: 3.8416 -1.3943 -2.6588  0.426
C: 4.8529 -1.2007 -4.1840  -0.162
C: 2.2123 -2.2288 -3.0978  -0.193
C: 4.6867 -2.3461 -1.3117  -0.166
H: 5.6651 3.6180 -0.2171  0.059
H: 5.2461 2.6319 -1.6105  0.039
H: 4.8969 2.0505 0.0348  0.028
H: 3.4421 4.5012 1.7249  0.058
H: 2.4783 3.0363 1.5667  0.006
H: 1.7813 4.6347 1.1517  0.032
H: 4.1990 6.1343 -0.8008  0.056
H: 2.5885 6.0635 -1.5264  0.049
H: 3.9889 5.4241 -2.4029  0.052
H: 2.0809 3.4708 -2.7391  0.015
H: 0.9666 3.5814 -1.3932  -0.015
H: 3.8074 0.4534 -0.9244  -0.024
H: 3.9701 1.0936 -2.5517  0.015
H: 4.2885 -0.7064 -4.9795  0.050
H: 5.1546 -2.1873 -4.5485  0.054
H: 5.7660 -0.6247 -4.0044  0.052
H: 1.5306 -1.5112 -3.5704  0.008
H: 1.7541 -2.6993 -2.2173  0.008
H: 2.3804 -3.0221 -3.8333  0.062
H: 5.4792 -1.7519 -0.8417  0.053
H: 5.1647 -3.2412 -1.7253  0.055
H: 3.9937 -2.6793 -0.5312  0.025
O: -1.4770 0.4803 -2.4827  -0.389
N: -1.6551 1.6644 -1.9008  -0.145
C: -1.7234 2.7020 -2.6397  -0.244
C: -1.6832 2.6278 -4.0703  -0.108
N: -1.6331 2.5332 -5.2153  0.270
C: -1.8539 3.9595 -1.9403  -0.117
N: -1.9251 4.9204 -1.3139  0.249

As for the spin multiplicity: 1. Its net charge is +3. The calculation puts the HOMO energy at -16.1 eV.

Question: Which formula does entry 1 have?
Answer: C4H6N2O

Question: Number 4 is which compound?
Answer: C41H44N8OPSeSi2TeZr